The following is a quantum chemistry calculation of C12H28AgF2N4O4 as an isolated structure in a non-equilibrium geometry, from the OMol25 dataset.

Calculated values
**HOMO**: -4.57 eV
**Multiplicity**: 1
**Energy above the lowest of the compared OMol25 structures with the same formula, charge and spin**: 0.00 kJ/mol
**Total energy**: -36483.564 eV
**Charge**: -1
**Gap between HOMO and LUMO**: 6.894 eV

Last column: Löwdin charge in e.
CARTESIAN COORDINATES (ANGSTROEM)
1 Ag -0.366 -0.225 2.520  0.707
2 F -1.030 1.397 4.121  -0.753
3 F 1.456 -1.007 3.648  -0.696
4 C 1.994 0.833 0.832  -0.332
5 O 0.819 0.648 0.590  -0.060
6 N 2.855 1.453 -0.005  -0.185
7 C 4.250 1.676 0.326  -0.052
8 C 2.438 1.883 -1.316  -0.056
9 H 2.504 0.466 1.734  0.133
10 H 4.392 2.759 0.439  0.089
11 H 4.877 1.483 -0.550  0.080
12 H 4.585 1.114 1.189  0.092
13 H 2.330 2.970 -1.388  0.093
14 H 3.170 1.640 -2.092  0.084
15 H 1.497 1.416 -1.596  0.076
16 C -2.970 4.326 0.440  -0.350
17 O -3.144 5.062 -0.521  -0.026
18 N -3.099 2.989 0.421  -0.186
19 C -3.257 2.257 -0.818  -0.042
20 C -2.846 2.247 1.641  -0.078
21 H -2.705 4.731 1.423  0.133
22 H -3.880 1.386 -0.639  0.081
23 H -2.264 1.991 -1.196  0.086
24 H -3.675 2.965 -1.535  0.081
25 H -2.480 2.872 2.465  0.074
26 H -3.694 1.808 2.174  0.093
27 H -2.013 1.557 1.529  0.048
28 C 2.021 -4.450 -0.370  -0.365
29 O 2.272 -4.961 -1.449  -0.020
30 N 2.239 -3.176 -0.029  -0.179
31 C 2.101 -2.734 1.356  -0.069
32 C 2.768 -2.175 -0.939  -0.039
33 H 1.564 -4.999 0.467  0.131
34 H 3.051 -2.681 1.892  0.091
35 H 1.443 -3.413 1.895  0.086
36 H 1.663 -1.745 1.467  0.024
37 H 2.212 -1.243 -0.964  0.064
38 H 3.778 -1.938 -0.584  0.092
39 H 2.903 -2.648 -1.910  0.082
40 C -2.742 -1.689 0.194  -0.325
41 O -2.077 -1.538 1.200  -0.024
42 N -2.336 -1.433 -1.072  -0.186
43 C -3.336 -1.403 -2.111  -0.077
44 C -0.986 -1.029 -1.364  -0.048
45 H -3.730 -2.176 0.198  0.135
46 H -3.398 -0.433 -2.622  0.081
47 H -4.314 -1.757 -1.810  0.082
48 H -3.009 -2.003 -2.976  0.087
49 H -0.899 -0.066 -1.856  0.083
50 H -0.419 -1.207 -0.451  0.065
51 H -0.510 -1.799 -1.994  0.098